# 1
{
  "formula": "C14H30O2",
  "method": "the ωB97M-V functional and the def2-TZVPD basis",
  "smiles": "CC(C)(CO)CCCCCCC(C)(C)CO",
  "relative_energy_ev": 0.0357,
  "multiplicity": 1,
  "gap_ha": 0.3871,
  "largest_force_ev_per_a": 0.53,
  "elements": ["C", "C", "C", "C", "O", "C", "C", "C", "C", "C", "C", "C", "C", "C", "C", "O", "H", "H", "H", "H", "H", "H", "H", "H", "H", "H", "H", "H", "H", "H", "H", "H", "H", "H", "H", "H", "H", "H", "H", "H", "H", "H", "H", "H", "H", "H"],
  "coordinates": [[-0.725, -2.781, 1.260], [-2.174, -2.306, 1.109], [-2.879, -3.210, 0.090], [-2.931, -2.453, 2.447], [-2.303, -1.890, 3.573], [-2.224, -0.863, 0.575], [-1.674, 0.209, 1.514], [-1.793, 1.618, 0.932], [-0.993, 1.858, -0.351], [0.497, 1.554, -0.196], [1.285, 2.026, -1.416], [2.762, 1.594, -1.457], [3.469, 2.390, -2.562], [3.472, 1.864, -0.129], [2.868, 0.086, -1.767], [2.245, -0.302, -2.967], [-0.696, -3.802, 1.640], [-0.161, -2.141, 1.935], [-0.230, -2.766, 0.292], [-2.423, -3.101, -0.891], [-2.808, -4.255, 0.386], [-3.932, -2.949, 0.010], [-3.117, -3.523, 2.627], [-3.899, -1.950, 2.376], [-1.439, -2.304, 3.675], [-3.265, -0.619, 0.347], [-1.668, -0.840, -0.364], [-2.225, 0.178, 2.454], [-0.627, 0.008, 1.742], [-1.454, 2.329, 1.690], [-2.845, 1.833, 0.730], [-1.402, 1.255, -1.164], [-1.113, 2.907, -0.635], [0.631, 0.480, -0.073], [0.867, 2.051, 0.702], [0.800, 1.635, -2.314], [1.239, 3.117, -1.463], [3.536, 3.438, -2.280], [4.480, 2.017, -2.721], [2.922, 2.334, -3.501], [3.334, 2.900, 0.168], [3.088, 1.222, 0.659], [4.539, 1.675, -0.228], [2.372, -0.494, -0.986], [3.930, -0.203, -1.778], [2.663, 0.174, -3.692]]
}

---

# 2
{
  "formula": "C12H18NO2",
  "method": "the ωB97M-V functional and the def2-TZVPD basis",
  "total_charge": 1,
  "relative_energy_ev": 5.7011,
  "multiplicity": 1,
  "gap_ha": [0.2474, 0.2473],
  "largest_force_ev_per_a": 5.13,
  "elements": ["C", "C", "C", "C", "C", "C", "C", "C", "C", "C", "C", "C", "N", "O", "O", "H", "H", "H", "H", "H", "H", "H", "H", "H", "H", "H", "H", "H", "H", "H", "H", "H", "H"],
  "coordinates": [[-3.387, -1.307, -0.248], [-2.527, -0.970, -1.321], [-2.994, -0.872, 0.954], [-1.349, -0.278, -1.163], [-1.806, -0.072, 1.230], [-0.912, 0.151, 0.109], [2.626, -1.254, -1.262], [1.303, -1.401, 0.054], [0.858, 2.979, -0.756], [0.977, 1.082, 1.673], [1.119, 1.411, -0.788], [0.450, 0.696, 0.261], [0.585, -2.141, 0.990], [2.573, -1.103, 0.101], [1.251, -1.622, -1.298], [-4.311, -1.985, -0.474], [-2.834, -1.407, -2.343], [-3.630, -1.020, 1.707], [-0.745, -0.075, -2.038], [-2.128, 0.908, 1.790], [3.025, -0.247, -1.831], [3.309, -1.987, -1.602], [1.055, 3.242, 0.217], [-0.225, 3.201, -0.997], [1.523, 3.556, -1.373], [0.605, 0.564, 2.639], [0.541, 2.149, 1.869], [2.053, 1.179, 1.604], [0.810, 0.946, -1.651], [2.122, 1.435, -0.559], [-1.239, -0.484, 2.106], [1.137, -2.324, 1.712], [0.164, -2.952, 0.687]]
}

---

# 3
{
  "formula": "C43H85I2O14PS",
  "method": "the ωB97M-V functional and the def2-TZVPD basis",
  "smiles": "CC[C@@]1(P(=O)(O)O)[C@@H]([C@@H](I)[C@H](C)I)S(=O)(=O)O[C@H](CCC(C)C)[C@@H]1CCCCCCCOC.CC(C)=O.CC(C)=O.CC(C)=O.CC(C)=O.CC(C)=O.CC(C)=O.CC(C)=O",
  "multiplicity": 1,
  "gap_ha": 0.3145,
  "largest_force_ev_per_a": 9.42,
  "elements": ["C", "C", "C", "P", "O", "O", "O", "C", "C", "I", "C", "C", "I", "S", "O", "O", "O", "C", "C", "C", "C", "C", "C", "C", "C", "C", "C", "C", "C", "C", "C", "O", "C", "H", "H", "H", "H", "H", "H", "H", "H", "H", "H", "H", "H", "H", "H", "H", "H", "H", "H", "H", "H", "H", "H", "H", "H", "H", "H", "H", "H", "H", "H", "H", "H", "H", "H", "H", "H", "H", "H", "H", "H", "H", "H", "H", "C", "C", "C", "O", "H", "H", "H", "H", "H", "H", "C", "C", "C", "O", "H", "H", "H", "H", "H", "H", "C", "C", "C", "O", "H", "H", "H", "H", "H", "H", "C", "C", "C", "O", "H", "H", "H", "H", "H", "H", "C", "C", "C", "O", "H", "H", "H", "H", "H", "H", "C", "C", "C", "O", "H", "H", "H", "H", "H", "H", "C", "C", "C", "O", "H", "H", "H", "H", "H", "H"],
  "coordinates": [[5.847, -1.318, -2.372], [4.408, -0.552, -2.388], [3.745, -0.310, -0.868], [3.503, -2.138, -0.279], [3.006, -3.110, -1.468], [2.395, -2.390, 1.015], [5.017, -2.890, 0.271], [4.722, 0.414, 0.196], [5.414, 1.821, -0.063], [7.212, 1.765, 1.286], [6.010, 2.261, -1.495], [7.360, 3.254, -1.425], [4.609, 3.514, -2.714], [3.725, 0.557, 1.797], [4.056, 1.842, 2.641], [4.173, -0.634, 2.734], [2.067, 0.501, 1.676], [1.461, 0.670, 0.385], [0.096, -0.300, 0.367], [-0.374, -0.768, 1.879], [-1.702, -1.758, 1.884], [-2.699, -1.564, 0.600], [-1.083, -3.309, 1.974], [2.375, 0.576, -0.953], [1.406, 0.292, -2.257], [0.256, 1.490, -2.486], [-0.853, 1.069, -3.623], [-2.124, 0.200, -3.062], [-3.394, 1.161, -2.553], [-2.916, 2.455, -1.668], [-4.221, 3.241, -0.982], [-3.790, 4.566, -0.438], [-2.935, 4.362, 0.764], [5.626, -2.468, -2.603], [6.475, -0.898, -3.292], [6.431, -1.256, -1.352], [4.512, 0.472, -2.991], [3.686, -1.203, -3.082], [2.846, -2.721, 1.857], [5.185, -2.456, 1.163], [5.590, -0.367, 0.452], [4.665, 2.691, 0.269], [6.343, 1.411, -2.226], [7.380, 3.797, -2.490], [7.252, 4.118, -0.646], [8.365, 2.657, -1.380], [0.990, 1.771, 0.377], [-0.775, 0.323, -0.105], [0.289, -1.317, -0.227], [-0.619, 0.181, 2.561], [0.464, -1.390, 2.459], [-2.368, -1.628, 2.863], [-3.599, -2.345, 0.669], [-3.192, -0.505, 0.515], [-2.107, -1.845, -0.373], [-1.912, -4.134, 1.943], [-0.318, -3.371, 1.061], [-0.413, -3.336, 2.947], [2.762, 1.696, -1.132], [0.908, -0.793, -2.247], [1.986, 0.324, -3.301], [-0.187, 1.899, -1.487], [0.877, 2.393, -2.961], [-1.302, 2.087, -4.050], [-0.289, 0.573, -4.541], [-1.848, -0.630, -2.277], [-2.564, -0.387, -4.004], [-4.023, 1.580, -3.471], [-4.108, 0.513, -1.888], [-2.318, 3.270, -2.260], [-2.280, 2.064, -0.756], [-4.617, 2.573, -0.076], [-5.122, 3.357, -1.740], [-1.866, 4.804, 0.585], [-3.379, 4.881, 1.731], [-2.798, 3.217, 1.043], [-7.415, 5.512, -1.406], [-8.046, 4.241, -1.909], [-9.383, 4.353, -2.591], [-7.490, 3.153, -1.767], [-6.454, 5.279, -0.936], [-7.240, 6.196, -2.241], [-8.064, 5.980, -0.661], [-9.296, 4.984, -3.478], [-10.120, 4.769, -1.898], [-9.717, 3.357, -2.901], [-4.877, -7.952, 1.811], [-4.619, -6.542, 2.272], [-4.363, -6.328, 3.739], [-4.617, -5.602, 1.479], [-5.046, -7.955, 0.729], [-4.010, -8.580, 2.032], [-5.769, -8.347, 2.304], [-3.473, -6.884, 4.046], [-5.231, -6.651, 4.319], [-4.192, -5.263, 3.926], [-1.009, 7.057, 4.063], [-2.405, 7.575, 3.843], [-2.561, 9.041, 3.538], [-3.381, 6.829, 3.909], [-1.049, 5.983, 4.274], [-0.408, 7.215, 3.164], [-0.555, 7.564, 4.918], [-2.029, 9.287, 2.615], [-2.177, 9.636, 4.369], [-3.623, 9.272, 3.402], [10.172, -3.419, -2.577], [9.701, -2.421, -3.602], [10.200, -2.587, -5.012], [8.938, -1.506, -3.298], [9.731, -3.175, -1.605], [9.853, -4.424, -2.864], [11.260, -3.375, -2.489], [9.882, -3.555, -5.407], [11.290, -2.507, -5.033], [9.778, -1.796, -5.642], [-6.002, 8.779, -4.246], [-7.340, 8.173, -4.575], [-7.860, 8.357, -5.975], [-7.984, 7.551, -3.731], [-5.755, 8.567, -3.200], [-5.229, 8.342, -4.884], [-6.041, 9.863, -4.383], [-7.170, 7.901, -6.690], [-7.981, 9.421, -6.190], [-8.835, 7.867, -6.068], [1.691, -6.493, 6.274], [0.295, -5.975, 6.053], [0.139, -4.509, 5.748], [-0.681, -6.721, 6.120], [1.651, -7.567, 6.484], [2.292, -6.335, 5.375], [2.145, -5.985, 7.129], [0.671, -4.263, 4.826], [0.523, -3.913, 6.580], [-0.923, -4.278, 5.613], [2.686, -8.227, 2.054], [2.438, -8.915, 3.369], [1.787, -10.272, 3.331], [2.754, -8.389, 4.435], [3.161, -7.257, 2.236], [3.355, -8.834, 1.438], [1.738, -8.061, 1.536], [2.415, -10.970, 2.771], [0.799, -10.197, 2.870], [1.670, -10.648, 4.353]]
}

---

# 4
{
  "formula": "C2H4Cl2N2",
  "method": "the ωB97M-V functional and the def2-TZVPD basis",
  "smiles": "C/N=N/C(Cl)Cl",
  "relative_energy_ev": 2.0561,
  "multiplicity": 1,
  "gap_ha": 0.3765,
  "largest_force_ev_per_a": 5.44,
  "elements": ["C", "N", "N", "C", "Cl", "Cl", "H", "H", "H", "H"],
  "coordinates": [[-0.746, -0.123, -0.115], [0.649, 0.102, -0.001], [1.389, -0.887, -0.120], [2.906, -0.392, -0.079], [3.534, -0.822, -1.635], [3.516, -1.513, 1.262], [-0.876, -1.163, -0.613], [-1.257, 0.801, -0.371], [-1.212, -0.137, 0.844], [3.060, 0.572, 0.251]]
}